{
  "formula": "C58H89ClI2N19O5S",
  "method": "the ωB97M-V functional and the def2-TZVPD basis",
  "symbols": ["C", "C", "C", "C", "N", "C", "C", "I", "C", "C", "I", "C", "C", "C", "C", "Cl", "O", "C", "N", "N", "C", "O", "C", "C", "C", "O", "C", "N", "C", "C", "C", "C", "C", "C", "C", "C", "C", "C", "S", "O", "O", "H", "H", "H", "H", "H", "H", "H", "H", "H", "H", "H", "H", "H", "H", "H", "H", "H", "H", "H", "H", "H", "H", "H", "H", "H", "H", "H", "H", "H", "H", "H", "H", "H", "H", "H", "H", "H", "H", "H", "H", "H", "H", "H", "H", "C", "C", "N", "H", "H", "H", "C", "C", "N", "H", "H", "H", "C", "C", "N", "H", "H", "H", "C", "C", "N", "H", "H", "H", "C", "C", "N", "H", "H", "H", "C", "C", "N", "H", "H", "H", "C", "C", "N", "H", "H", "H", "C", "C", "N", "H", "H", "H", "C", "C", "N", "H", "H", "H", "C", "C", "N", "H", "H", "H", "C", "C", "N", "H", "H", "H", "C", "C", "N", "H", "H", "H", "C", "C", "N", "H", "H", "H", "C", "C", "N", "H", "H", "H", "C", "C", "N", "H", "H", "H"],
  "xyz": [[6.962, -1.475, 2.115], [5.580, -1.872, 1.282], [4.523, -0.576, 1.414], [3.827, -0.744, 2.884], [2.733, -0.062, 3.381], [1.351, 0.265, 2.964], [1.669, 1.872, 2.625], [3.737, 2.752, 2.409], [0.726, 2.987, 2.446], [1.161, 4.563, 2.075], [-1.396, 2.780, 2.625], [0.613, 0.196, 4.479], [0.994, 1.210, 5.655], [0.837, 2.768, 5.756], [2.355, 3.478, 5.679], [2.841, 4.211, 7.353], [1.202, -1.067, 5.073], [0.267, -1.804, 5.898], [-0.601, -2.478, 6.615], [-0.837, 0.002, 4.562], [-1.590, -0.597, 3.446], [-2.312, -1.812, 3.972], [-3.736, -1.762, 3.617], [-4.037, -1.922, 1.992], [-5.669, -2.075, 1.663], [-3.428, -3.174, 1.434], [-0.848, -0.742, 2.045], [0.681, -0.573, 1.918], [0.792, -0.223, 0.456], [0.607, 1.152, -0.299], [2.093, 1.833, -0.690], [2.482, 1.689, -2.270], [1.571, 2.076, -3.571], [2.128, 1.871, -5.118], [3.660, 1.303, -5.387], [4.643, 0.941, -4.104], [4.021, 1.121, -2.597], [1.123, -2.046, 1.755], [0.997, -3.417, 2.891], [-0.329, -3.869, 3.519], [2.093, -3.635, 4.011], [6.978, -0.349, 2.443], [7.886, -1.653, 1.383], [7.001, -2.161, 3.063], [5.102, -2.885, 1.616], [5.903, -1.907, 0.142], [5.215, 0.357, 1.279], [3.831, -0.668, 0.490], [3.676, -1.932, 2.956], [4.775, -0.607, 3.612], [3.084, 0.497, 4.216], [0.237, 5.268, 1.943], [1.806, 5.057, 2.950], [1.746, 4.621, 1.036], [0.333, 0.810, 6.581], [2.093, 0.954, 6.062], [0.104, 3.374, 5.102], [0.519, 3.073, 6.873], [3.202, 2.714, 5.427], [2.399, 4.374, 4.929], [-1.358, 0.734, 5.099], [-2.550, 0.112, 3.285], [-4.232, -2.727, 4.115], [-4.326, -0.847, 4.100], [-3.632, -0.970, 1.398], [-6.280, -1.176, 2.098], [-5.977, -3.104, 2.181], [-5.878, -2.223, 0.505], [-3.682, -3.879, 2.125], [-1.362, 0.057, 1.315], [-1.227, -1.779, 1.586], [-0.070, -0.850, -0.110], [1.761, -0.674, -0.088], [0.212, 0.961, -1.420], [-0.166, 1.940, 0.073], [2.873, 1.200, -0.083], [2.120, 2.928, -0.283], [0.487, 2.490, -3.412], [1.486, 2.109, -6.072], [4.082, 1.163, -6.476], [5.759, 0.563, -4.222], [4.742, 0.840, -1.688], [0.598, -2.538, 0.787], [2.245, -2.140, 1.340], [1.321, -4.605, 2.121], [9.900, -0.857, -1.582], [8.434, -0.986, -1.557], [7.275, -1.088, -1.538], [10.285, -0.434, -0.648], [10.389, -1.827, -1.723], [10.236, -0.205, -2.395], [2.885, 5.496, -7.344], [3.602, 4.248, -7.655], [4.168, 3.262, -7.900], [3.395, 6.370, -7.763], [1.867, 5.490, -7.748], [2.803, 5.657, -6.263], [-0.715, 6.919, -0.793], [0.002, 5.671, -1.104], [0.568, 4.684, -1.350], [-0.205, 7.793, -1.212], [-1.733, 6.913, -1.198], [-0.797, 7.080, 0.287], [-8.897, -4.811, 2.076], [-7.929, -4.476, 3.133], [-7.164, -4.211, 3.969], [-8.566, -5.669, 1.481], [-9.878, -5.065, 2.492], [-9.046, -3.975, 1.384], [-2.740, 0.539, -2.474], [-2.247, 1.840, -2.955], [-1.858, 2.869, -3.335], [-3.251, 0.631, -1.510], [-3.451, 0.091, -3.176], [-1.923, -0.179, -2.340], [-11.213, -2.307, -0.730], [-10.497, -3.555, -1.041], [-9.931, -4.541, -1.287], [-10.704, -1.433, -1.149], [-12.231, -2.313, -1.134], [-11.295, -2.146, 0.350], [4.208, 4.537, -3.121], [4.701, 5.838, -3.601], [5.090, 6.867, -3.981], [3.696, 4.629, -2.157], [3.496, 4.089, -3.823], [5.024, 3.819, -2.987], [8.020, 3.301, -8.559], [8.780, 2.966, -7.343], [9.380, 2.701, -6.383], [8.666, 3.338, -9.443], [7.236, 2.564, -8.763], [7.532, 4.278, -8.475], [-9.717, -6.801, 5.235], [-10.674, -7.221, 4.197], [-11.429, -7.554, 3.377], [-10.087, -5.939, 5.800], [-9.524, -7.602, 5.956], [-8.752, -6.515, 4.803], [-9.693, -10.180, 1.572], [-8.893, -9.923, 2.781], [-8.262, -9.720, 3.737], [-10.492, -9.442, 1.450], [-9.079, -10.144, 0.666], [-10.166, -11.167, 1.602], [-1.944, 1.048, -7.170], [-1.903, -0.079, -6.224], [-1.872, -0.969, -5.476], [-1.130, 0.992, -7.901], [-2.883, 1.070, -7.733], [-1.852, 2.011, -6.657], [-5.999, -5.883, -2.434], [-6.401, -5.672, -1.033], [-6.719, -5.505, 0.074], [-4.947, -5.624, -2.596], [-6.125, -6.927, -2.738], [-6.592, -5.271, -3.122], [11.175, 2.975, -0.911], [11.463, 1.823, -0.041], [11.690, 0.912, 0.647], [10.893, 3.860, -0.330], [12.044, 3.250, -1.518], [10.351, 2.766, -1.601], [-3.592, 7.251, 2.079], [-3.099, 8.553, 1.598], [-2.710, 9.581, 1.218], [-4.104, 7.343, 3.043], [-4.304, 6.804, 1.377], [-2.776, 6.534, 2.213], [0.820, -2.008, -3.385], [1.580, -2.343, -2.169], [2.180, -2.608, -1.208], [1.466, -1.971, -4.269], [0.036, -2.745, -3.589], [0.332, -1.031, -3.301]],
  "forces_ev_per_a": [[-0.29, -0.76, -0.39], [0.63, 1.74, -0.78], [1.10, -1.32, -0.41], [4.13, -4.18, -1.57], [-0.64, 1.21, 1.85], [3.37, 3.30, 3.54], [-4.01, 4.04, -1.56], [-1.40, -1.19, 0.26], [3.24, -1.12, -0.02], [0.04, 0.19, 0.05], [0.79, 0.29, -0.23], [-1.87, -0.64, 1.56], [0.48, -0.61, 2.60], [1.35, 2.30, 1.52], [-0.25, 0.18, -0.55], [-0.52, -0.74, -1.60], [-2.96, -2.44, 1.71], [-5.02, -3.58, 3.82], [8.13, 6.22, -6.44], [0.56, 0.99, -1.98], [-3.03, 0.87, 1.58], [-0.28, 1.86, -1.78], [-1.35, -1.48, -0.25], [-1.30, 0.10, -0.44], [0.65, -0.73, 0.55], [-0.85, 0.97, 2.52], [-4.02, 0.26, -0.52], [-1.18, -2.41, -1.11], [-0.01, -0.64, -5.97], [0.47, 2.09, -2.11], [-0.19, -0.47, 0.37], [2.14, -0.52, -3.91], [3.10, -1.45, -0.42], [3.12, -1.25, 3.02], [-1.13, 0.44, 3.93], [-4.46, 1.46, 0.95], [-1.43, 0.68, -2.52], [2.55, -1.52, -3.37], [0.39, -7.19, 8.59], [2.90, 2.87, -3.09], [-2.83, 2.25, -4.58], [-0.12, -2.17, -0.63], [-1.93, 0.28, 1.91], [0.36, 1.42, -1.77], [0.92, 1.95, -0.55], [-0.93, -0.17, 2.46], [-1.61, -1.59, 0.30], [0.76, 0.31, 1.59], [0.22, 2.32, -0.07], [-2.40, -0.05, -1.40], [-1.74, -0.85, -1.66], [1.43, -1.72, 0.35], [-1.28, -1.36, -2.00], [-1.18, -0.36, 2.50], [1.38, 0.46, -2.35], [-2.42, 0.46, -1.20], [1.25, -1.44, 0.74], [0.54, -1.07, -2.51], [-1.73, 1.49, 0.50], [-0.05, -1.78, 1.52], [0.86, -1.16, -0.89], [2.43, -1.17, -0.20], [1.25, 2.05, -0.96], [1.45, -1.58, -1.19], [-0.53, -2.17, 1.10], [1.07, -1.76, -0.83], [0.47, 2.50, -1.06], [0.70, 0.53, 2.45], [0.67, 1.40, -1.58], [1.46, -1.51, 1.94], [1.27, 2.06, 1.20], [2.01, 1.03, 1.89], [-1.91, 0.96, 2.00], [0.57, -0.37, 2.68], [1.59, -1.52, -0.24], [-1.24, 1.42, -1.35], [0.03, -2.05, -1.17], [2.35, -0.80, -0.37], [1.26, -0.42, 2.29], [-1.10, 0.44, 2.44], [-2.72, 0.87, 0.19], [-1.80, 0.65, -2.12], [0.74, 1.48, 2.33], [-2.18, 0.56, 1.40], [-0.27, 2.32, -0.40], [0.18, -0.03, 0.04], [-1.16, -0.12, -0.04], [1.83, 0.28, -0.10], [-0.30, -0.14, -0.12], [-0.31, 0.08, 0.01], [-0.29, -0.10, 0.05], [-0.12, 0.20, 0.06], [0.64, -1.05, -0.28], [-0.92, 1.65, 0.34], [0.07, -0.31, 0.02], [0.24, -0.22, -0.03], [0.17, -0.21, -0.15], [-0.11, 0.17, 0.00], [0.56, -1.02, -0.33], [-0.90, 1.56, 0.47], [0.05, -0.29, 0.03], [0.23, -0.20, -0.02], [0.15, -0.16, -0.16], [-0.32, -0.15, -0.02], [0.68, 0.17, 0.77], [-1.18, -0.41, -1.26], [0.11, 0.31, 0.28], [0.22, 0.10, 0.19], [0.27, -0.10, 0.21], [-0.15, -0.18, 0.12], [0.38, 1.04, -0.40], [-0.65, -1.66, 0.59], [0.11, 0.24, -0.15], [0.23, 0.23, -0.02], [0.00, 0.25, -0.18], [-0.13, 0.21, 0.04], [0.61, -1.10, -0.31], [-0.89, 1.65, 0.39], [0.06, -0.31, -0.01], [0.24, -0.22, 0.00], [0.11, -0.23, -0.16], [0.03, -0.09, 0.08], [0.43, 1.09, -0.37], [-0.67, -1.63, 0.55], [0.07, 0.20, -0.19], [0.16, 0.16, 0.03], [-0.05, 0.28, -0.14], [-0.12, 0.04, -0.23], [0.67, -0.29, 1.08], [-1.02, 0.42, -1.56], [0.07, -0.06, 0.32], [0.18, 0.06, 0.25], [0.17, -0.19, 0.21], [0.15, 0.06, 0.20], [-0.77, -0.41, -0.80], [1.24, 0.57, 1.23], [-0.13, -0.15, -0.25], [-0.16, -0.01, -0.32], [-0.25, -0.15, -0.10], [-0.14, -0.04, -0.23], [0.65, 0.24, 1.03], [-1.05, -0.27, -1.56], [0.21, 0.00, 0.30], [0.09, 0.03, 0.31], [0.19, 0.15, 0.21], [0.00, 0.20, -0.18], [0.05, -0.92, 0.79], [-0.02, 1.48, -1.09], [-0.08, -0.22, 0.24], [0.12, -0.21, 0.22], [-0.01, -0.29, 0.16], [0.05, -0.02, -0.23], [-0.38, 0.19, 1.26], [0.77, -0.27, -1.98], [-0.18, -0.01, 0.27], [-0.06, 0.16, 0.28], [-0.04, -0.05, 0.33], [-0.02, 0.20, -0.13], [0.32, -0.87, 0.80], [-0.40, 1.51, -1.13], [0.08, -0.30, 0.08], [-0.06, -0.23, 0.21], [0.13, -0.17, 0.19], [-0.12, -0.19, 0.08], [0.42, 1.17, -0.41], [-0.59, -1.78, 0.58], [0.15, 0.20, -0.19], [0.15, 0.27, 0.00], [0.01, 0.26, -0.07], [-0.11, -0.04, -0.18], [0.64, -0.29, 0.75], [-1.02, 0.40, -1.38], [0.08, 0.01, 0.32], [0.20, 0.02, 0.22], [0.23, -0.08, 0.13]],
  "e_tot_ev": -139659.6496,
  "fmax_ev_per_a": 12.10,
  "homo_ev": -10.498,
  "charge": 1,
  "e_lumo_ev": -3.3
}